Molecular formula: C26H21IrN5O4STe
Method: DFT, ωB97M-V/def2-TZVPD

Each line ends with the natural charge from an NBO analysis.
Cartesian coordinates (Å):
Ir  0.002  0.018  -0.234  0.94
C  -1.805  -1.520  -2.639  -0.67
C  -0.441  -1.118  -3.076  0.28
C  0.010  -1.472  -4.343  -0.20
C  1.276  -1.084  -4.766  -0.13
C  2.058  -0.317  -3.930  -0.22
C  1.584  0.001  -2.658  0.23
N  0.352  -0.428  -2.244  -0.45
C  2.328  0.766  -1.685  0.15
C  3.650  1.157  -1.789  -0.20
C  4.262  1.812  -0.719  -0.14
C  3.555  2.032  0.452  -0.22
C  2.230  1.624  0.543  0.24
N  1.614  1.067  -0.555  -0.39
C  1.397  1.696  1.705  0.13
C  1.729  2.413  2.863  -0.21
C  0.833  2.465  3.901  -0.13
C  -0.397  1.818  3.772  -0.20
C  -0.699  1.128  2.609  0.29
C  -2.053  0.527  2.438  -0.68
N  0.194  1.031  1.615  -0.43
H  -2.434  -1.759  -3.493  0.23
H  -2.278  -0.740  -2.046  0.25
H  -1.745  -2.419  -2.021  0.28
H  -0.631  -2.051  -4.986  0.24
H  1.633  -1.376  -5.740  0.24
H  3.023  0.034  -4.250  0.23
H  4.222  0.932  -2.672  0.24
H  5.292  2.114  -0.787  0.24
H  4.030  2.502  1.297  0.24
H  2.673  2.927  2.924  0.23
H  1.058  3.021  4.795  0.24
H  -1.121  1.855  4.568  0.24
H  -2.472  0.231  3.395  0.24
H  -2.032  -0.337  1.781  0.27
H  -2.721  1.267  1.995  0.26
O  0.703  -5.523  3.414  -0.65
C  0.038  -4.504  2.854  0.78
O  -1.154  -4.423  2.895  -0.52
C  0.882  -3.462  2.208  -0.25
C  2.158  -3.009  2.509  -0.01
N  2.422  -1.983  1.678  -0.32
N  1.400  -1.741  0.855  -0.32
C  0.455  -2.615  1.163  0.10
C  -0.800  -2.619  0.315  0.76
O  -1.170  -3.644  -0.206  -0.57
O  -1.329  -1.451  0.178  -0.76
H  1.662  -5.475  3.299  0.49
H  2.854  -3.310  3.267  0.24
H  3.279  -1.456  1.596  0.42
Te  -1.135  2.785  -0.843  0.29
C  -3.180  2.634  -1.104  -0.53
C  -4.082  3.680  -1.138  -0.29
C  -5.375  3.268  -1.459  -0.25
C  -5.469  1.915  -1.658  -0.42
S  -3.979  1.123  -1.439  0.46
H  -3.803  4.697  -0.926  0.23
H  -6.208  3.938  -1.558  0.23
H  -6.346  1.355  -1.919  0.25

Output
ΔE to the lowest compared entry with this formula, charge and spin: 1.387 eV
Spin multiplicity: 1
E_LUMO (spin up / spin down): -4.126 / -4.127 eV
Net charge: +1
HOMO-LUMO gap (spin up / spin down): 5.6243 / 5.6203 eV
Electronic energy: -63906.1069 eV


Molecular formula: C6H6Se2
Method: DFT, ωB97M-V/def2-TZVPD

Each line ends with the natural charge from an NBO analysis.
Cartesian coordinates (Å):
C  -0.315  1.891  0.094  -0.19
C  -1.595  1.196  0.105  -0.29
C  0.693  1.006  -0.046  -0.28
C  1.061  -1.477  -0.350  -0.28
C  -1.363  -0.084  -0.195  -0.17
C  0.193  -0.375  -0.156  -0.12
Se  -2.517  -1.577  0.073  0.12
Se  2.937  -1.394  0.109  0.16
H  -0.070  2.971  0.332  0.22
H  -2.438  1.697  0.587  0.23
H  1.662  1.326  -0.393  0.21
H  0.677  -2.414  -0.634  0.21
H  -1.517  -2.663  -0.004  0.08
H  2.592  -0.103  0.477  0.09

Output
ΔE to the lowest compared entry with this formula, charge and spin: 0.000 eV
Spin multiplicity: 1
E_LUMO: -0.551 eV
Net charge: 0
HOMO-LUMO gap: 7.3451 eV
Electronic energy: -137008.2725 eV
SMILES string: [SeH]/C=C1\C=CC=C1[SeH]


Molecular formula: CH2NO2P
Method: DFT, ωB97M-V/def2-TZVPD

Each line ends with the natural charge from an NBO analysis.
Cartesian coordinates (Å):
C  0.921  0.347  0.587  0.34
N  -1.934  -0.953  -0.613  -0.54
O  -1.332  0.361  -0.508  -0.68
O  0.831  -0.789  0.169  -0.62
P  -0.492  -0.849  -1.272  1.23
H  1.562  1.125  0.168  0.13
H  0.444  0.758  1.469  0.15

Output
ΔE to the lowest compared entry with this formula, charge and spin: 5.392 eV
Spin multiplicity: 1
E_LUMO (spin up / spin down): -1.006 / -1.005 eV
Net charge: 0
HOMO-LUMO gap (spin up / spin down): 7.3610 / 7.3668 eV
Electronic energy: -15938.1511 eV


Molecular formula: C33H37ClCuF6IN8O7S2
Method: DFT, ωB97M-V/def2-TZVPD

Each line ends with the Mulliken spin population.
Cartesian coordinates (Å):
Cu  -0.333  1.668  0.176  0.76
F  0.914  -0.118  4.626  0.00
C  1.832  0.334  3.785  0.00
F  2.957  0.581  4.430  0.00
F  2.062  -0.594  2.847  0.00
S  1.219  1.872  2.975  0.00
O  0.110  1.367  2.148  0.00
O  0.859  2.764  4.025  0.00
N  2.404  2.424  2.145  0.00
S  3.011  1.772  0.840  0.00
O  2.000  1.422  -0.146  0.00
O  4.041  0.816  1.076  0.00
C  3.812  3.283  0.160  0.00
F  4.714  3.755  1.000  0.00
F  2.893  4.224  -0.079  0.00
F  4.395  2.955  -0.989  0.00
O  -0.736  4.683  -5.977  0.00
C  -0.541  3.288  -5.921  0.00
C  -0.518  2.859  -4.482  0.00
C  -0.621  1.515  -4.141  0.00
C  -0.566  1.154  -2.812  0.00
N  -0.428  2.051  -1.833  0.07
C  -0.322  3.347  -2.147  0.01
C  -0.369  3.785  -3.461  0.00
C  -0.154  4.264  -0.992  0.00
C  0.056  5.620  -1.136  0.00
C  0.198  6.421  -0.007  0.00
C  0.435  7.903  -0.174  0.00
O  -0.521  8.486  -1.039  0.00
C  0.097  5.818  1.234  0.00
C  -0.105  4.450  1.305  0.00
N  -0.213  3.685  0.223  0.07
H  -0.722  4.971  -6.894  0.00
H  0.415  2.999  -6.375  0.00
H  -1.335  2.743  -6.443  0.00
H  -0.742  0.751  -4.898  0.00
H  -0.637  0.118  -2.510  0.00
H  -0.303  4.833  -3.707  0.00
H  0.107  6.074  -2.115  0.00
H  1.404  8.057  -0.652  0.00
H  0.469  8.394  0.801  0.00
H  -1.355  8.587  -0.568  0.00
H  0.187  6.389  2.148  0.00
H  -0.184  3.960  2.265  0.00
C  3.097  -5.424  -0.977  0.00
C  1.644  -5.840  -0.719  0.00
C  1.044  -6.338  -2.039  0.00
C  1.635  -7.014  0.269  0.00
C  0.798  -4.657  -0.126  0.00
O  -0.578  -5.008  -0.121  0.00
C  1.309  -4.245  1.283  0.00
C  0.422  -4.660  2.464  0.00
C  -0.809  -3.803  2.634  0.00
C  -2.092  -4.330  2.567  0.00
C  -3.210  -3.518  2.671  0.00
C  -3.035  -2.159  2.860  0.00
Cl  -4.423  -1.111  2.923  0.00
C  -1.771  -1.608  2.981  0.00
C  -0.668  -2.438  2.860  0.00
C  0.868  -3.464  -1.083  0.00
N  0.074  -2.304  -0.683  0.00
C  0.545  -1.134  -0.270  -0.01
N  -0.469  -0.313  -0.023  0.07
C  -1.567  -1.077  -0.296  0.00
N  -1.278  -2.285  -0.699  0.00
H  3.685  -6.305  -1.238  0.00
H  3.573  -4.966  -0.108  0.00
H  3.179  -4.731  -1.816  0.00
H  1.594  -7.221  -2.370  0.00
H  1.123  -5.601  -2.839  0.00
H  -0.005  -6.610  -1.931  0.00
H  2.176  -7.854  -0.167  0.00
H  0.624  -7.374  0.478  0.00
H  2.115  -6.775  1.218  0.00
H  -0.706  -5.777  0.443  0.00
H  1.437  -3.160  1.334  0.00
H  2.308  -4.651  1.432  0.00
H  1.024  -4.592  3.374  0.00
H  0.138  -5.713  2.383  0.00
H  -2.230  -5.395  2.415  0.00
H  -4.206  -3.931  2.596  0.00
H  -1.650  -0.547  3.155  0.00
H  0.321  -2.008  2.951  0.00
H  0.535  -3.752  -2.078  0.00
H  1.893  -3.101  -1.142  0.00
H  1.592  -0.897  -0.178  0.00
H  -2.580  -0.737  -0.156  0.00
I  -5.938  2.721  3.035  0.00
C  -4.640  2.303  1.506  0.00
C  -4.945  1.866  0.240  0.00
N  -3.772  1.690  -0.399  0.00
N  -2.717  2.002  0.373  0.00
C  -3.237  2.366  1.535  0.00
H  -5.889  1.670  -0.239  0.00
H  -3.626  1.427  -1.358  0.00
H  -2.599  2.647  2.359  0.00

Output
ΔE to the lowest compared entry with this formula, charge and spin: 0.000 eV
Spin multiplicity: 2
E_LUMO (spin up / spin down): -3.276 / -3.428 eV
Net charge: +1
HOMO-LUMO gap (spin up / spin down): 7.4886 / 7.3372 eV
Electronic energy: -164308.6163 eV


Molecular formula: C3H7N3O2
Method: DFT, ωB97M-V/def2-TZVPD

Each line ends with the natural charge from an NBO analysis.
Cartesian coordinates (Å):
C  0.058  0.984  1.905  -0.43
C  -1.115  0.806  -1.324  0.23
C  1.285  -0.682  0.254  0.28
H  0.972  0.721  2.700  0.23
H  0.061  2.312  1.746  0.21
H  -0.963  0.590  2.353  0.24
H  -1.015  1.805  -1.502  0.17
H  -0.799  -1.293  -1.652  0.49
H  2.282  -0.925  0.982  0.18
H  1.803  -2.300  -0.679  0.37
N  0.386  0.398  0.628  -0.20
N  -1.566  0.078  -2.318  -0.11
N  1.054  -1.477  -0.725  -0.72
O  -0.859  0.194  -0.134  -0.41
O  -1.584  -1.211  -2.234  -0.52

Output
ΔE to the lowest compared entry with this formula, charge and spin: 8.199 eV
Spin multiplicity: 1
E_LUMO: 0.482 eV
Net charge: 0
HOMO-LUMO gap: 9.3820 eV
Electronic energy: -11783.1144 eV
SMILES string: [H]/N=C/N(C)O/C=N\O


Molecular formula: C5H11N3O
Method: DFT, ωB97M-V/def2-TZVPD

Each line ends with the natural charge from an NBO analysis.
Cartesian coordinates (Å):
C  0.343  1.378  1.487  -0.62
C  0.687  0.264  0.514  0.13
N  0.832  0.048  -1.889  -0.66
N  2.078  0.020  0.462  -0.83
N  0.058  0.442  -0.772  -0.31
H  0.510  -0.877  -2.185  0.35
H  0.599  0.686  -2.648  0.37
H  2.335  -0.627  -0.277  0.38
H  2.619  0.873  0.378  0.36
H  0.623  2.344  1.064  0.21
H  0.907  1.238  2.407  0.23
H  -0.719  1.390  1.718  0.21
C  -1.303  0.562  -0.962  0.50
C  -1.829  -1.863  0.013  -0.22
C  -1.018  -2.063  0.907  -0.30
O  -1.812  0.541  -2.069  -0.64
H  -1.831  0.907  -0.062  0.13
H  -2.673  -1.817  -0.627  0.25
H  0.119  -0.749  0.932  0.19
H  -0.527  -2.697  1.608  0.25

Output
ΔE to the lowest compared entry with this formula, charge and spin: 4.387 eV
Spin multiplicity: 1
E_LUMO: 0.952 eV
Net charge: 0
HOMO-LUMO gap: 9.7236 eV
Electronic energy: -11877.3840 eV
SMILES string: C[C@H](N)N(N)C=O.C#C


Molecular formula: C6H10
Method: DFT, ωB97M-V/def2-TZVPD

Each line ends with the natural charge from an NBO analysis.
Cartesian coordinates (Å):
C  -0.749  0.851  1.202  -0.66
C  0.448  0.390  0.428  0.04
C  0.426  -0.665  -0.395  -0.25
C  -0.861  -1.362  -0.720  -0.21
C  -1.256  -1.478  -1.981  -0.38
C  1.769  1.075  0.686  -0.64
H  -0.634  1.860  1.578  0.22
H  -0.980  0.188  2.036  0.22
H  -1.665  0.874  0.605  0.23
H  1.338  -0.887  -0.940  0.20
H  -1.324  -1.793  0.164  0.20
H  -0.664  -1.002  -2.755  0.19
H  -2.234  -1.838  -2.289  0.20
H  2.295  0.608  1.530  0.22
H  1.692  2.110  1.044  0.21
H  2.401  1.069  -0.192  0.22

Output
ΔE to the lowest compared entry with this formula, charge and spin: 1.090 eV
Spin multiplicity: 1
E_LUMO: 1.109 eV
Net charge: 0
HOMO-LUMO gap: 9.7761 eV
Electronic energy: -6382.7696 eV
SMILES string: C=CC=C(C)C


Molecular formula: C4H6O2
Method: DFT, ωB97M-V/def2-TZVPD

Each line ends with the natural charge from an NBO analysis.
Cartesian coordinates (Å):
C  -2.142  -0.109  0.286  0.35
C  -0.827  0.438  0.466  -0.02
C  0.606  -0.597  0.091  0.14
C  1.746  0.110  -0.590  -0.68
O  -3.042  0.530  -0.261  -0.52
O  0.103  -0.098  1.406  -0.49
H  -2.375  -1.115  0.831  0.13
H  -0.609  1.529  0.151  0.21
H  0.426  -1.651  -0.122  0.20
H  2.526  -0.565  -0.787  0.23
H  2.122  0.876  0.092  0.24
H  1.465  0.652  -1.564  0.23

Output
ΔE to the lowest compared entry with this formula, charge and spin: 3.265 eV
Spin multiplicity: 1
E_LUMO: 0.253 eV
Net charge: 0
HOMO-LUMO gap: 9.8882 eV
Electronic energy: -8337.1959 eV
SMILES string: C[C@H]1O[C@@H]1C=O


Molecular formula: C30H29IrN3O3P
Method: DFT, ωB97M-V/def2-TZVPD

Each line ends with the natural charge from an NBO analysis.
Cartesian coordinates (Å):
Ir  -0.011  0.062  -0.164  1.01
C  -3.212  -3.110  0.767  -0.61
C  -2.532  -1.830  0.285  -0.23
C  -3.355  -1.118  -0.789  -0.62
C  -2.230  -0.950  1.499  -0.09
C  -3.434  -0.463  2.301  -0.09
O  -3.093  0.913  2.621  -0.43
C  -2.023  1.257  1.930  0.62
N  -1.538  0.325  1.182  -0.49
C  -1.508  2.602  2.190  -0.06
C  -2.171  3.357  3.154  -0.16
C  -1.663  4.573  3.586  -0.14
C  -0.482  5.055  3.050  -0.16
C  0.173  4.326  2.066  -0.16
C  -0.336  3.111  1.617  -0.40
P  0.600  2.246  0.359  1.32
C  -0.341  2.327  -1.182  -0.44
C  -1.570  2.987  -1.357  -0.16
C  -2.172  2.982  -2.595  -0.17
C  -1.583  2.310  -3.673  -0.15
C  -0.380  1.652  -3.521  -0.19
C  0.252  1.646  -2.274  -0.24
C  2.109  3.141  0.020  -0.46
C  3.270  2.837  0.734  -0.11
C  4.419  3.575  0.507  -0.21
C  4.408  4.600  -0.430  -0.14
C  3.255  4.889  -1.151  -0.18
C  2.099  4.158  -0.938  -0.19
H  -3.357  -3.800  -0.062  0.24
H  -4.193  -2.890  1.193  0.21
H  -2.616  -3.611  1.531  0.22
H  -1.562  -2.096  -0.158  0.20
H  -4.368  -0.900  -0.448  0.22
H  -3.439  -1.761  -1.664  0.24
H  -2.883  -0.182  -1.104  0.20
H  -1.547  -1.509  2.147  0.22
H  -3.586  -1.003  3.230  0.23
H  -4.361  -0.452  1.730  0.21
H  -3.083  2.970  3.584  0.26
H  -2.181  5.125  4.358  0.25
H  -0.062  5.991  3.391  0.25
H  1.091  4.707  1.642  0.24
H  -2.023  3.519  -0.530  0.23
H  -3.104  3.513  -2.736  0.25
H  -2.069  2.318  -4.640  0.25
H  0.085  1.161  -4.364  0.25
H  1.253  1.235  -2.185  0.25
H  3.269  2.030  1.458  0.22
H  5.324  3.352  1.056  0.24
H  5.306  5.177  -0.606  0.25
H  3.251  5.687  -1.880  0.24
H  1.195  4.381  -1.491  0.23
O  1.309  -0.718  1.318  -0.45
N  2.014  -1.743  1.014  0.21
N  1.823  -2.204  -0.123  0.19
O  0.932  -1.646  -0.914  -0.61
C  2.576  -3.341  -0.597  0.12
C  3.562  -3.892  0.213  -0.22
C  4.282  -4.972  -0.261  -0.18
C  4.026  -5.483  -1.528  -0.16
C  3.039  -4.920  -2.320  -0.19
C  2.308  -3.836  -1.861  -0.22
H  3.773  -3.464  1.182  0.24
H  5.055  -5.403  0.359  0.24
H  4.619  -6.306  -1.902  0.24
H  2.839  -5.321  -3.304  0.24
H  1.551  -3.369  -2.474  0.24

Output
ΔE to the lowest compared entry with this formula, charge and spin: 1.904 eV
Spin multiplicity: 1
E_LUMO: -7.339 eV
Net charge: +2
HOMO-LUMO gap: 6.7529 eV
Electronic energy: -54303.2539 eV


Q: Number 3 is which compound?
A: CH2NO2P